[1]
The following is a quantum chemistry calculation of 2 unconnected molecules or ions with the total composition C2H11N4, from OMol25.

XYZ file:
```
17
Properties=species:S:1:pos:R:3
C -0.43015 -0.14717 -2.81168
N 0.34717 0.43924 -1.70065
H -1.46628 0.19395 -2.70434
H 0.01800 0.13902 -3.76747
H -0.37696 -1.25556 -2.70266
H -0.06040 -0.01431 -0.66023
H 0.25666 1.47297 -1.65696
H 1.36572 0.28847 -1.80664
N -0.66372 0.07866 2.91369
C -0.02300 -0.05237 1.69566
N 1.28920 0.29475 1.64880
N -0.64492 -0.47021 0.57078
H -1.48476 -0.45913 3.05670
H -0.02269 0.06620 3.72137
H 1.71937 0.24110 2.54386
H 1.81023 -0.16487 0.93032
H -1.63347 -0.65074 0.72944
```

Computed properties:
Energy relative to the best compared isomer or geometry (same formula, charge and spin) ... 0.411 eV
Spin multiplicity ... 1
Total charge ... +1
LUMO ... -2.93 eV

---

[2]
The following is a quantum chemistry calculation of a molecular structure, C49H44KN10O4PSe, from OMol25.

XYZ file:
```
110
Properties=species:S:1:pos:R:3
K 0.06219 0.11648 -0.34087
C 3.38195 0.92011 0.83624
N 2.32294 1.75012 0.31100
C 2.72023 2.78589 -0.61359
C 2.01519 2.67912 -1.93973
N 1.42835 1.61810 -2.40914
C 0.93402 1.99470 -3.65173
C 0.19964 1.25557 -4.57568
C -0.21301 1.89377 -5.72936
C 0.09681 3.24131 -5.96809
C 0.83352 3.98668 -5.06536
C 1.24662 3.33419 -3.90974
N 1.96630 3.74296 -2.80129
C 2.81789 0.00399 1.87652
N 1.57753 0.02375 2.25718
C 1.48225 -0.93093 3.25839
C 0.38443 -1.29620 4.03211
C 0.57058 -2.28231 4.98363
C 1.81545 -2.90516 5.15582
C 2.91777 -2.55375 4.39222
C 2.72680 -1.54694 3.45136
N 3.57271 -0.92120 2.54934
H 4.20935 1.49106 1.29031
H 3.80841 0.32111 0.02390
H 1.67294 2.05778 1.02600
H 3.79760 2.72742 -0.80315
H 2.53904 3.78685 -0.20493
H -0.04793 0.22150 -4.37186
H -0.79532 1.35134 -6.46281
H -0.24987 3.70853 -6.88050
H 1.07005 5.02588 -5.25434
H 2.30416 4.66957 -2.61089
H -0.57244 -0.81222 3.88202
H -0.26224 -2.58939 5.60266
H 1.92146 -3.67453 5.90978
H 3.87949 -3.02764 4.54198
H 4.55583 -1.08657 2.42753
O 1.80186 -3.17801 0.69904
N 0.45167 -3.45617 0.86977
C 0.12367 -3.81590 2.04185
C -1.25820 -4.07010 2.47652
C -1.40124 -4.99030 3.51656
C -2.64247 -5.28032 4.05122
C -3.75871 -4.61644 3.56375
C -3.62192 -3.68198 2.54917
C -2.38305 -3.39530 1.97390
P -2.19026 -2.09379 0.68129
C -2.40286 -3.08444 -0.85274
C -1.72787 -2.65476 -1.99072
C -1.94271 -3.26125 -3.21939
C -2.82578 -4.32410 -3.32460
C -3.47419 -4.79269 -2.18823
C -3.26184 -4.17693 -0.96379
C -3.77107 -1.17641 0.77412
C -4.98394 -1.57809 0.21270
C -6.10726 -0.77495 0.31906
C -6.03217 0.44524 0.98259
C -4.83155 0.85924 1.53799
C -3.70422 0.05307 1.42810
H 2.22144 -3.17220 1.57814
H 0.89491 -3.93937 2.80972
H -0.51587 -5.47813 3.90872
H -2.73608 -6.00374 4.85053
H -4.73743 -4.81310 3.98239
H -4.49804 -3.14728 2.20885
H -0.99492 -1.86096 -1.91462
H -1.42365 -2.89757 -4.09856
H -3.00222 -4.79437 -4.28409
H -4.14743 -5.63825 -2.25653
H -3.77046 -4.55458 -0.08401
H -5.04789 -2.50867 -0.33762
H -7.04145 -1.09506 -0.12713
H -6.91112 1.07398 1.05762
H -4.73513 1.81169 2.04222
H -2.76689 0.41748 1.83336
O -2.44865 2.97852 2.18250
C -1.75133 2.92317 1.16358
O -1.00179 1.96643 0.80397
C -1.85776 4.11076 0.20331
C -3.00119 4.90161 0.21163
C -3.12651 5.97569 -0.65818
C -2.09027 6.29654 -1.52534
C -0.93546 5.52487 -1.52575
C -0.83072 4.43187 -0.67535
H -3.78408 4.65596 0.91719
H -4.03012 6.57285 -0.65338
H -2.18114 7.14319 -2.19464
H -0.12689 5.77213 -2.20332
H 0.04743 3.80083 -0.67924
C 1.80890 -2.64379 -4.26096
C 1.63500 -2.62540 -2.75876
N 1.24818 -3.79325 -2.19127
O 1.81859 -1.61371 -2.10250
H 2.16907 -3.60636 -4.62271
H 2.49844 -1.85383 -4.54558
H 0.84460 -2.44182 -4.73252
H 0.88617 -4.53141 -2.76895
H 0.94090 -3.76324 -1.22736
Se -5.81198 -0.85347 -3.61143
N -5.63999 0.85495 -4.07561
C -4.50630 1.25966 -3.54748
C -3.95896 2.57598 -3.68981
C -2.77503 2.81817 -3.09337
C -2.12309 1.77836 -2.33841
N -2.55592 0.56789 -2.17766
C -3.75774 0.27828 -2.78381
N -4.29322 -0.91984 -2.71168
H -4.49714 3.32159 -4.25943
H -2.29574 3.78698 -3.14384
H -1.18007 2.02395 -1.86500
```

Computed properties:
Energy relative to the best compared isomer or geometry (same formula, charge and spin) ... 0.904 eV
Spin multiplicity ... 1
LUMO ... -0.47 eV

---

[3]
The following is a quantum chemistry calculation of a single C2H5NO2Si molecule, from OMol25.

XYZ file:
```
11
Properties=species:S:1:pos:R:3
C 0.51222 -1.59169 0.30844
C -0.30179 -0.73160 -0.76723
O -0.94516 -1.25211 -1.68874
N -0.21055 0.48437 -0.40540
O -0.84830 1.74985 -1.07493
Si -0.13664 2.00591 0.33620
H 0.86127 -0.98154 1.07137
H 1.03171 -2.22501 -0.27348
H -0.24165 -2.13154 0.84275
H -0.84936 1.98139 1.62496
H 1.12825 2.69197 0.02606
```

Computed properties:
Structure (SMILES) ... CC(=O)N1O[SiH2]1
Energy relative to the best compared isomer or geometry (same formula, charge and spin) ... 4.049 eV
Spin multiplicity ... 1
LUMO ... -0.32 eV

---

[4]
The following is a quantum chemistry calculation of a single CH2NP molecule, from OMol25.

XYZ file:
```
5
Properties=species:S:1:pos:R:3
C 0.90904 -0.08308 0.11862
N 1.90193 -0.57390 0.38702
P -0.86424 0.47705 0.39651
H -0.84078 1.03669 -0.93657
H -1.10595 -0.85676 0.03442
```

Computed properties:
Energy relative to the best compared isomer or geometry (same formula, charge and spin) ... 3.099 eV
Spin multiplicity ... 3
LUMO (spin up / spin down) ... 0.58 / -4.54 eV

---

[5]
The following is a quantum chemistry calculation of a single CN2O3S molecule, from OMol25.

XYZ file:
```
7
Properties=species:S:1:pos:R:3
C 1.30732 -0.31541 0.05519
N 0.07186 -0.73466 -0.02211
N 2.35834 0.18280 -0.03547
O -1.14320 -0.02437 0.05581
O -3.32589 0.95203 -0.00490
O 3.53005 0.31141 -0.00254
S -2.79847 -0.37179 -0.04597
```

Computed properties:
Energy relative to the best compared isomer or geometry (same formula, charge and spin) ... 3.828 eV
Spin multiplicity ... 1
LUMO (spin up / spin down) ... -1.81 / -1.45 eV

---

[6]
The following is a quantum chemistry calculation of a gas-phase ion, C17H35N6O2S (charge +1), from OMol25.

XYZ file:
```
61
Properties=species:S:1:pos:R:3
C -4.22670 -0.42237 -2.29591
C -4.11720 -0.13260 -0.80156
C -2.69398 0.31549 -0.46157
C -1.72122 -0.80771 -0.57450
N -1.77112 -1.85810 0.19819
N -0.67677 -2.58939 -0.00921
C 0.04996 -1.97714 -0.91093
S 1.59684 -2.50366 -1.47064
C 2.05252 -3.53144 -0.03446
C 2.88225 -2.73981 0.97272
N 2.26454 -1.47939 1.35800
C 1.17688 -1.58525 2.31841
C 0.61494 -0.18988 2.58330
O 0.12626 0.43655 1.40664
N -0.57257 -0.82806 -1.32324
C -0.14420 0.07461 -2.35990
C 0.41035 1.40709 -1.83577
N 1.58711 1.26709 -0.99239
C 1.87716 2.52909 -0.31037
C 3.10801 2.35963 0.58136
O 4.23197 1.97532 -0.16263
C 3.98281 0.77654 -0.85573
C 2.76769 0.89307 -1.77313
N -2.53897 0.84936 0.94448
C -3.21513 0.01528 1.95406
C -2.93870 2.25654 1.06571
H -5.23299 -0.75220 -2.53446
H -4.01253 0.46627 -2.88598
H -3.53668 -1.21145 -2.58427
H -4.35757 -1.03991 -0.24947
H -4.83076 0.64920 -0.53801
H -2.40608 1.12170 -1.14196
H 1.11739 -3.89843 0.38131
H 2.63796 -4.36240 -0.42359
H 3.84628 -2.50147 0.51571
H 3.06527 -3.39765 1.83803
H 2.98587 -0.88452 1.75931
H 0.39702 -2.22040 1.89235
H 1.49180 -2.02402 3.27829
H -0.22377 -0.25394 3.27919
H 1.39094 0.44596 3.03018
H 0.81762 0.36271 0.71613
H 0.61432 -0.44408 -2.94773
H -0.99491 0.28632 -3.01524
H 0.61640 2.03817 -2.71694
H -0.35403 1.91316 -1.23840
H 1.02037 2.81222 0.30644
H 2.07333 3.33350 -1.03657
H 3.36111 3.30659 1.06033
H 2.89430 1.60688 1.35651
H 4.87831 0.56871 -1.44186
H 3.81055 -0.04258 -0.14444
H 2.60152 -0.07298 -2.24775
H 2.96986 1.64844 -2.54909
H -1.50633 0.76126 1.15050
H -2.93179 -1.02583 1.79144
H -2.89988 0.32649 2.94739
H -4.29416 0.12267 1.87714
H -2.36020 2.87870 0.38567
H -2.76423 2.60211 2.08263
H -3.99702 2.36993 0.83625
```

Computed properties:
Structure (SMILES) ... CC[C@H](c1nnc(SCCNCCO)n1CCN1CCOCC1)[NH+](C)C
Energy relative to the best compared isomer or geometry (same formula, charge and spin) ... 0.000 eV
Spin multiplicity ... 1
Total charge ... +1
LUMO ... -2.19 eV

---

Q: Which value of energy relative to the best compared isomer or geometry (same formula, charge and spin) does entry 6 give?
A: 0.000 eV

---

Q: energy relative to the best compared isomer or geometry (same formula, charge and spin) of number 1 (C2H11N4)?
A: 0.411 eV

---

Q: Among the records above, which one has the highest energy relative to the best compared isomer or geometry (same formula, charge and spin)?
A: C2H5NO2Si

---

Q: Among the records above, which one has the highest energy relative to the best compared isomer or geometry (same formula, charge and spin)?
A: C2H5NO2Si